[1]
C8H9N5O3 | wB97M-V/def2-TZVPD

Each line ends with the Löwdin charge.
Cartesian coordinates (Å):
O -1.9585 0.9247 -0.5333  0.0893
C -0.9523 1.2134 0.0606  -0.3407
C -0.7110 2.6033 0.4890  -0.1261
N -1.3973 3.7852 0.3711  0.1229
C -0.6141 4.7603 0.9886  -0.1299
N 0.4773 4.2258 1.5339  0.1210
C 0.4375 2.9058 1.1573  -0.2502
N 1.3468 1.8730 1.3302  0.1699
C 1.1966 0.6180 0.9043  -0.3501
N 2.1857 -0.1676 1.2004  0.1123
C 2.0781 -1.5854 0.9257  -0.4160
O 3.3458 -1.7248 0.4567  -0.0331
C 1.0438 -2.0435 -0.1278  -0.2765
O 0.7794 -3.4370 0.0160  -0.0199
C -0.2560 -1.1957 0.0063  -0.0172
N 0.0328 0.2275 0.3056  0.0904
H -2.2782 3.9174 -0.1273  0.1684
H -0.8983 5.8085 1.0984  0.1256
H 2.2788 2.0955 1.6737  0.1705
H 1.9315 -2.1364 1.8611  0.1520
H 3.7801 -0.8876 0.7625  0.1094
H 1.4461 -1.8185 -1.1224  0.1535
H 1.6256 -3.9190 0.1100  0.1124
H -0.8547 -1.5621 0.8059  0.1285
H -0.8359 -1.2512 -0.9172  0.1335

Results
- F_max: 0.07077 hartree/bohr
- E_tot: -809.76753 a.u.
- E_HOMO: -8.335 eV
- Gap between HOMO and LUMO: 8.94 eV
- SMILES: O=C1c2[nH]cnc2NC2=N[C@H](O)[C@@H](O)CN12
- Lowest unoccupied orbital energy: 0.022 hartree

---

[2]
ClH5N3PS | wB97M-V/def2-TZVPD

Each line ends with the Löwdin charge.
Cartesian coordinates (Å):
N -0.2251 1.1491 -1.3513  -0.0639
N -0.9612 0.8640 -0.3489  -0.3184
P -0.4941 -0.0844 0.8208  0.3399
N -1.8933 -0.6755 1.4468  -0.2120
S 0.8824 -1.5759 0.5345  0.0876
H -0.1094 2.1033 -1.7947  0.1446
H 0.5022 0.5244 -1.6400  0.0586
H -1.7729 -1.3972 2.1726  0.0474
H -2.7693 -0.1705 1.6949  0.0757
Cl 3.9251 -0.0992 -1.0361  0.2569
H 2.9156 -0.6382 -0.4988  -0.4164

Results
- F_max: 0.07227 hartree/bohr
- E_tot: -1366.96046 a.u.
- E_HOMO (spin up / spin down): -8.334 / -8.189 eV
- Gap between HOMO and LUMO (spin up / spin down): 7.38 / 7.32 eV
- SMILES: NN=P(N)=S.Cl
- Lowest unoccupied orbital energy (spin up / spin down): -0.035 / -0.032 hartree

---

Which of these has the lowest F_max?
C8H9N5O3

---

Which value of E_tot does entry 2 give?
-1366.96046 a.u.

---

Among the records above, which one has the lowest E_tot?
ClH5N3PS

---

The lowest E_tot belongs to which entry?
ClH5N3PS